ORCA calculation (the ωB97M-V functional and the def2-TZVPD basis) on a structure of composition C32H33Cl7NO3PtS.

Summary:
Relative energy (zero: lowest compared OMol25 entry of this formula, charge and spin): 0.00 kJ/mol
Charge: -1
HOMO: -4.19 eV

The geometry in XYZ format:
```
78
Properties=species:S:1:pos:R:3:forces:R:3:mulliken_charge:R:1
Pt 0.304 0.494 -1.316 0.036 -0.039 0.310 1.0407
Cl 1.934 1.699 1.338 0.002 -0.049 0.017 -0.1053
C 1.021 2.826 0.402 0.026 0.068 -0.022 0.9191
C 0.355 2.384 -0.749 0.070 0.044 -0.141 -1.9819
C -0.256 3.387 -1.515 0.036 0.026 -0.013 1.0798
Cl -0.976 2.968 -3.036 0.011 -0.005 -0.005 -0.1082
C -0.307 4.720 -1.114 -0.005 -0.010 -0.010 0.0060
Cl -1.120 5.902 -2.076 0.004 -0.007 0.011 -0.2190
C 0.302 5.105 0.074 -0.019 0.016 0.013 0.3586
Cl 0.230 6.748 0.600 0.002 -0.015 -0.003 -0.2132
C 0.986 4.154 0.824 0.025 -0.021 0.002 0.2330
Cl 1.780 4.636 2.279 -0.001 -0.006 -0.003 -0.2134
Cl -2.402 -0.308 -4.307 -0.013 -0.011 0.011 -0.1614
C -2.165 -1.841 -3.463 -0.022 0.018 0.036 0.4009
Cl -3.707 -2.669 -3.141 -0.007 0.007 -0.002 -0.2140
H -1.678 -1.644 -2.516 -0.044 0.015 -0.009 -0.4528
H -1.556 -2.482 -4.087 0.014 0.003 0.006 0.3609
C 0.004 -1.646 4.997 0.006 -0.003 -0.004 -1.7685
C 0.402 -1.647 3.542 -0.015 -0.003 0.015 -0.1340
C 1.494 -2.381 3.108 -0.002 -0.003 -0.042 -0.9669
C 1.837 -2.350 1.756 0.015 0.004 0.035 0.5782
C 3.037 -3.114 1.257 0.010 0.008 0.020 -1.6217
C 1.086 -1.605 0.868 -0.005 0.049 -0.056 -0.1234
C -0.033 -0.833 1.265 0.053 -0.003 0.090 1.0861
C -0.336 -0.889 2.641 0.002 -0.012 0.021 -0.0683
N -0.722 -0.088 0.327 -0.131 -0.059 -0.123 -0.2983
C -2.059 0.453 0.633 0.034 0.075 0.045 1.1770
C -3.017 -0.656 1.127 0.046 -0.023 -0.032 -0.9804
C -4.409 -0.091 1.431 0.010 0.002 0.011 0.3302
C -4.294 1.041 2.458 -0.006 0.005 0.009 -1.3569
C -3.429 2.174 1.896 -0.001 -0.013 0.013 0.3619
C -4.044 2.692 0.594 -0.025 0.004 0.009 -1.4322
C -4.119 1.541 -0.412 0.017 -0.004 0.003 0.5885
C -5.029 0.447 0.142 0.013 0.018 0.006 -1.5341
C -2.710 0.989 -0.653 0.052 0.103 0.018 -0.8865
C -2.018 1.650 1.611 -0.024 0.052 -0.008 -0.6212
H 0.692 -2.245 5.593 -0.001 0.002 0.002 0.3918
H -1.002 -2.053 5.130 0.001 -0.001 0.001 0.3160
H 0.000 -0.631 5.402 0.000 0.000 -0.001 0.3361
H 2.074 -2.973 3.809 0.005 0.001 0.000 0.2446
H 3.339 -3.882 1.971 0.000 0.001 -0.002 0.3742
H 3.888 -2.446 1.100 -0.004 -0.001 -0.005 0.2832
H 2.827 -3.596 0.302 -0.004 -0.014 -0.006 0.2479
H 1.375 -1.608 -0.174 -0.026 -0.015 0.009 0.0879
H -1.147 -0.309 3.052 -0.007 -0.072 -0.015 0.6406
H -2.636 -1.176 2.002 0.026 0.019 0.035 0.7442
H -3.084 -1.403 0.328 0.000 -0.005 0.017 0.2611
H -5.035 -0.890 1.841 -0.002 -0.005 -0.015 0.2534
H -3.850 0.659 3.385 0.001 0.004 -0.001 0.4889
H -5.291 1.421 2.709 -0.003 -0.005 -0.002 0.5574
H -3.372 2.987 2.626 0.007 0.006 -0.004 0.3421
H -3.431 3.505 0.190 0.004 0.002 0.004 0.3994
H -5.045 3.096 0.780 -0.002 0.006 -0.005 0.5669
H -4.511 1.907 -1.366 -0.006 0.001 0.006 0.3941
H -5.131 -0.362 -0.587 -0.001 -0.018 -0.017 0.4321
H -6.030 0.849 0.335 0.001 -0.007 0.001 0.5734
H -2.096 1.786 -1.066 -0.055 -0.079 0.032 -0.6783
H -2.741 0.195 -1.397 -0.004 -0.145 -0.123 -0.2534
H -1.516 1.395 2.544 -0.035 0.052 -0.022 0.5025
H -1.420 2.440 1.145 -0.065 -0.023 0.044 -0.4545
C 7.154 -2.295 -1.830 -0.005 0.001 -0.006 -1.4987
C 5.745 -1.933 -2.216 0.004 -0.001 -0.006 0.9909
C 5.449 -0.676 -2.735 0.002 0.002 0.002 -0.8307
C 4.155 -0.339 -3.098 0.001 -0.002 -0.002 -0.5999
C 3.142 -1.272 -2.943 0.022 0.054 0.046 0.3267
C 3.412 -2.528 -2.421 0.005 -0.014 -0.038 -0.4156
C 4.711 -2.851 -2.065 -0.010 -0.002 0.006 -0.7501
S 1.485 -0.854 -3.396 -0.123 0.117 0.051 1.5490
O 1.268 -1.272 -4.749 0.028 -0.137 0.030 -0.7130
O 0.625 -1.507 -2.372 0.050 0.135 -0.268 -0.9575
O 1.368 0.620 -3.185 0.034 -0.082 0.010 -0.7988
H 7.736 -1.407 -1.584 0.002 -0.001 0.000 0.3647
H 7.661 -2.809 -2.651 0.000 0.000 0.001 0.3025
H 7.165 -2.962 -0.967 0.003 0.000 0.000 0.3489
H 6.240 0.058 -2.840 0.000 0.000 0.002 0.3418
H 3.920 0.648 -3.474 -0.005 0.000 0.005 0.4552
H 2.603 -3.232 -2.275 0.001 -0.002 0.004 0.4279
H 4.920 -3.825 -1.639 -0.003 0.000 0.002 0.3455
```
Forces are in eV/Å.

ORCA calculation (the ωB97M-V functional and the def2-TZVPD basis) on a structure of composition C32H33N6O3SSeW.

Summary:
Relative energy (zero: lowest compared OMol25 entry of this formula, charge and spin): 199.09 kJ/mol
Charge: +1
HOMO (alpha / beta): -9.51 / -9.51 eV

The geometry in XYZ format:
```
77
Properties=species:S:1:pos:R:3:forces:R:3:mulliken_charge:R:1
W 0.097 0.649 0.779 -0.747 -0.378 0.362 2.5398
C -1.738 1.752 3.185 -0.083 -0.103 0.028 -1.1333
N -0.341 1.596 2.766 0.226 -0.014 -0.169 -0.3991
C 0.514 0.705 3.592 -0.186 0.164 -0.008 -0.9703
C 1.337 -0.040 2.571 0.110 -0.113 0.034 0.4026
N 0.835 -1.075 1.841 -0.014 0.381 -0.161 -0.1034
C 1.910 -1.952 1.618 -0.121 -0.079 0.002 0.1536
C 1.908 -3.241 1.116 0.008 -0.008 -0.026 -0.5714
C 3.113 -3.925 1.093 0.045 0.029 -0.021 -0.6028
C 4.292 -3.327 1.546 -0.053 -0.034 -0.038 -0.6965
C 4.295 -2.045 2.075 0.007 0.016 0.000 -1.0170
C 3.078 -1.385 2.135 -0.009 0.041 0.050 0.8357
N 2.706 -0.204 2.766 0.027 -0.035 -0.056 -0.1202
C -2.514 0.629 2.574 0.202 0.062 0.091 0.2347
N -1.921 -0.241 1.794 -0.216 0.122 -0.070 0.4333
C -2.923 -1.137 1.408 0.054 0.017 0.049 0.0175
C -2.865 -2.283 0.616 0.025 0.034 0.038 -0.1487
C -4.042 -2.973 0.410 -0.048 -0.002 0.009 -0.8641
C -5.252 -2.551 0.981 0.019 -0.023 -0.018 -0.5210
C -5.318 -1.434 1.789 0.011 0.037 0.033 -1.0879
C -4.131 -0.743 1.992 0.112 -0.002 -0.055 0.4595
N -3.823 0.382 2.748 -0.093 -0.122 -0.028 -0.0112
H -1.819 1.737 4.276 -0.008 -0.009 -0.022 0.5611
H -2.118 2.713 2.839 0.007 -0.007 -0.016 0.1692
H 0.065 2.520 2.626 -0.002 0.054 0.087 0.4361
H 1.117 1.275 4.301 0.052 -0.032 -0.034 0.4229
H -0.113 0.007 4.151 -0.001 0.019 -0.002 0.2027
H 0.988 -3.700 0.779 -0.008 -0.009 -0.014 0.4066
H 3.143 -4.940 0.721 0.007 -0.008 -0.012 0.4847
H 5.217 -3.886 1.512 0.006 -0.004 0.002 0.4358
H 5.200 -1.603 2.470 0.006 -0.001 0.003 0.4570
H 3.339 0.549 2.980 0.004 -0.019 0.038 0.3070
H -1.927 -2.620 0.200 0.012 0.001 -0.004 0.4640
H -4.034 -3.868 -0.199 -0.002 -0.003 -0.002 0.4373
H -6.152 -3.120 0.793 0.001 -0.009 -0.007 0.3962
H -6.249 -1.119 2.240 -0.004 0.008 0.006 0.4333
H -4.478 0.971 3.232 0.023 0.022 0.009 0.2733
C -2.213 5.338 0.782 0.006 -0.004 -0.006 -1.8495
C -1.332 4.193 0.325 0.017 -0.065 0.029 2.1726
C -0.773 4.425 -1.073 -0.010 -0.014 0.041 -1.5534
O -0.251 4.029 1.272 -0.101 0.174 -0.050 -0.5720
C -2.112 2.861 0.325 -0.053 -0.110 -0.131 -0.6667
O -3.303 2.816 0.540 0.043 0.018 0.100 -0.6540
O -1.408 1.791 0.019 0.177 0.009 -0.039 -0.5198
H -1.643 6.266 0.747 -0.006 0.010 0.014 0.4165
H -2.554 5.174 1.804 -0.005 -0.001 0.000 0.3171
H -3.090 5.427 0.145 -0.002 0.006 -0.005 0.3331
H -0.217 5.365 -1.101 -0.011 0.013 0.014 0.4599
H -1.589 4.493 -1.794 0.011 0.003 -0.013 0.4555
H -0.110 3.608 -1.359 -0.016 0.009 0.007 0.1887
H 0.566 4.296 0.837 0.032 -0.078 0.053 0.3538
N -0.542 -0.556 -0.845 0.031 -0.343 0.170 -0.5929
S -0.120 -1.319 -2.193 0.010 0.260 -0.192 -0.3021
C 0.418 -0.043 -3.341 0.010 -0.037 0.023 0.7580
C 1.156 -0.396 -4.464 -0.002 0.043 0.024 -0.6644
C 1.480 0.586 -5.385 -0.004 -0.016 0.002 -0.6054
C 1.068 1.898 -5.180 0.017 -0.009 -0.022 -0.6724
C 0.325 2.229 -4.059 -0.022 -0.022 0.027 -0.6196
C -0.015 1.254 -3.129 0.015 0.029 -0.075 -0.3477
C 1.397 -2.207 -2.021 -0.037 -0.015 -0.004 0.7846
C 2.602 -1.565 -1.767 0.070 -0.081 0.006 0.1432
C 3.771 -2.301 -1.839 -0.006 0.063 0.018 -0.7787
C 3.731 -3.646 -2.188 -0.010 -0.036 0.017 -0.6242
C 2.523 -4.275 -2.441 -0.009 -0.014 0.023 -0.8383
C 1.340 -3.554 -2.354 0.028 0.032 0.025 -0.5293
H -1.552 -0.443 -0.909 0.001 0.011 0.043 0.3275
H 1.483 -1.417 -4.615 0.005 -0.008 -0.012 0.4432
H 2.058 0.326 -6.261 0.002 0.008 -0.007 0.4123
H 1.327 2.661 -5.902 0.000 0.005 0.002 0.4016
H 0.003 3.250 -3.902 0.002 0.004 -0.010 0.4295
H -0.598 1.504 -2.251 -0.007 -0.029 0.010 0.6595
H 2.628 -0.508 -1.542 -0.021 0.020 0.012 0.3079
H 4.718 -1.819 -1.637 0.006 -0.008 0.000 0.4258
H 4.653 -4.207 -2.262 0.004 0.000 -0.001 0.4350
H 2.497 -5.321 -2.715 0.003 -0.002 0.000 0.4296
H 0.388 -4.023 -2.569 -0.004 -0.003 -0.003 0.4981
Se 1.893 1.737 -0.009 0.464 0.185 -0.169 -0.4798
```
Forces are in eV/Å.

ORCA calculation (the ωB97M-V functional and the def2-TZVPD basis) on a structure of composition C32H34BeFN5O6S at a distorted geometry.

Summary:
Relative energy (zero: lowest compared OMol25 entry of this formula, charge and spin): 20.74 kJ/mol
HOMO: -6.77 eV

The geometry in XYZ format:
```
80
Properties=species:S:1:pos:R:3:forces:R:3:mulliken_charge:R:1
Be -3.162 0.099 1.066 -0.157 -0.241 -0.522 -0.6837
C 0.831 -5.302 -2.037 -0.020 0.069 -0.028 -1.0531
C 1.157 -4.522 -0.768 -0.155 0.099 -0.116 -1.1205
N 0.373 -3.290 -0.646 -0.022 -0.153 0.010 0.3299
C -0.816 -3.337 0.015 0.308 -0.049 -0.004 0.1139
C -1.653 -2.291 0.184 -0.195 0.101 -0.098 -0.3117
C -2.941 -2.521 0.948 0.067 0.242 0.184 0.1947
O -3.174 -3.660 1.336 -0.159 0.151 -0.099 -0.7770
O -3.658 -1.472 1.119 0.093 -0.344 0.048 -0.4310
C -1.310 -1.022 -0.378 0.150 -0.123 0.080 1.3893
O -1.996 0.005 -0.306 -0.475 0.013 -0.230 -0.6876
C -0.014 -0.959 -1.052 -0.092 -0.219 -0.322 0.8408
C 0.439 0.262 -1.525 -0.122 0.186 -0.078 -0.8914
C 1.636 0.359 -2.167 0.059 0.049 0.052 0.1877
F 2.046 1.588 -2.564 0.062 0.039 -0.055 -0.3991
C 2.432 -0.764 -2.401 -0.096 -0.065 -0.073 -1.2535
C 1.976 -1.983 -1.931 0.152 -0.156 -0.045 -0.6092
C 0.785 -2.093 -1.210 -0.069 -0.068 0.034 0.0327
N 3.660 -0.737 -3.130 0.246 0.070 0.027 0.1900
C 4.803 -1.398 -2.503 -0.029 0.229 -0.042 -0.6288
C 5.640 -2.033 -3.618 -0.011 0.023 0.065 -0.7466
N 5.370 -1.253 -4.877 0.053 0.150 0.228 -0.1343
C 5.370 0.217 -4.565 -0.125 -0.015 0.000 -0.7460
C 4.091 0.512 -3.768 -0.030 -0.262 0.076 -0.7634
H 1.403 -6.234 -2.072 -0.038 0.089 0.004 0.3947
H 1.058 -4.717 -2.933 -0.020 -0.054 0.068 0.2843
H -0.232 -5.551 -2.059 0.078 -0.003 -0.016 0.3472
H 2.215 -4.273 -0.717 0.031 0.021 0.074 0.4881
H 0.937 -5.125 0.108 -0.024 -0.021 0.072 0.5125
H -1.096 -4.288 0.453 0.002 -0.006 -0.040 0.5447
H -0.156 1.151 -1.346 0.152 -0.173 -0.013 0.2686
H 2.554 -2.874 -2.142 -0.022 0.070 -0.017 0.9427
H 4.478 -2.171 -1.820 -0.052 -0.004 0.086 0.5324
H 5.403 -0.687 -1.922 0.007 0.005 0.015 0.2874
H 5.361 -3.065 -3.809 -0.055 -0.051 -0.065 0.4343
H 6.705 -1.982 -3.409 0.084 0.015 -0.073 0.3555
H 4.425 -1.492 -5.176 -0.120 -0.062 -0.043 0.3750
H 6.025 -1.495 -5.613 0.125 -0.021 -0.116 0.3129
H 5.403 0.786 -5.489 0.014 -0.037 -0.098 0.3935
H 6.275 0.420 -4.001 0.080 -0.042 0.047 0.3330
H 3.308 0.850 -4.439 -0.083 0.039 -0.024 0.5145
H 4.296 1.316 -3.060 0.045 0.031 0.052 0.4656
C -2.553 2.661 -1.417 0.054 -0.063 0.069 -1.1686
N -2.484 2.728 0.022 -0.140 0.003 0.181 1.3470
C -1.179 3.110 0.512 -0.056 -0.057 -0.088 -1.0556
C -3.601 3.435 0.626 0.005 -0.033 0.005 -1.5489
C -4.643 2.564 1.333 0.046 0.043 -0.060 2.0674
C -5.696 3.266 1.931 -0.013 -0.025 -0.011 -0.7984
C -6.687 2.606 2.642 0.106 -0.017 -0.057 -0.5026
C -6.630 1.220 2.736 0.071 0.012 -0.081 -0.9052
C -5.588 0.533 2.122 -0.040 0.074 -0.123 -0.7994
C -4.549 1.169 1.402 0.046 -0.110 0.164 0.1889
H -2.330 3.631 -1.899 -0.022 0.046 -0.008 0.3580
H -3.552 2.344 -1.721 0.042 -0.021 0.002 0.3644
H -1.842 1.920 -1.796 -0.207 0.159 0.015 0.3107
H -0.811 4.054 0.072 0.011 0.051 0.009 0.3615
H -0.448 2.323 0.310 -0.042 0.147 -0.029 -0.0423
H -1.211 3.232 1.596 -0.012 -0.003 -0.003 0.3464
H -4.117 4.035 -0.135 -0.011 0.063 -0.027 0.4128
H -3.213 4.158 1.350 0.001 0.013 0.034 0.4170
H -5.727 4.352 1.846 -0.009 -0.061 0.019 0.3598
H -7.486 3.165 3.120 0.031 -0.025 -0.043 0.3460
H -7.393 0.677 3.287 0.031 0.023 -0.031 0.3951
H -5.573 -0.552 2.201 0.038 0.119 0.015 0.2924
O 2.480 -0.594 2.199 0.171 -0.103 -0.053 -0.7314
S 1.643 0.575 2.113 -0.511 -0.025 0.179 1.0009
O 2.186 1.721 1.429 0.175 0.040 -0.141 -0.7020
N 0.180 0.193 1.523 0.282 0.181 0.489 -0.0140
C -0.782 0.465 2.396 -0.278 -0.332 -0.630 0.5313
O -2.003 0.278 2.189 0.532 0.382 1.176 -0.2743
C -0.303 0.999 3.706 0.048 -0.061 -0.044 -0.1646
C -1.063 1.375 4.795 -0.014 0.031 0.058 -0.4547
C -0.386 1.808 5.930 0.014 -0.001 0.017 -0.6529
C 1.008 1.855 5.958 -0.068 -0.001 0.020 -0.4805
C 1.764 1.493 4.848 0.053 -0.009 -0.133 -0.6457
C 1.076 1.072 3.728 0.006 0.034 0.071 0.1752
H -2.145 1.327 4.742 0.079 -0.018 0.029 0.6110
H -0.945 2.108 6.807 0.025 -0.013 -0.026 0.4037
H 1.510 2.178 6.861 -0.003 0.026 0.000 0.3827
H 2.847 1.540 4.858 -0.076 0.005 0.030 0.4400
```
Forces are in eV/Å.